(1)
{
  "formula": "C43H43BBr27NO3Si",
  "method": "ωB97M-V with the def2-TZVPD basis set",
  "species": ["C", "C", "C", "C", "C", "C", "C", "C", "C", "Si", "C", "C", "C", "C", "O", "C", "C", "C", "C", "C", "C", "C", "C", "C", "C", "C", "C", "C", "C", "C", "N", "C", "C", "C", "B", "C", "O", "C", "C", "O", "H", "H", "H", "H", "H", "H", "H", "H", "H", "H", "H", "H", "H", "H", "H", "H", "H", "H", "H", "H", "H", "H", "H", "H", "H", "H", "H", "H", "H", "H", "H", "H", "H", "H", "C", "Br", "Br", "Br", "H", "C", "Br", "Br", "Br", "H", "C", "Br", "Br", "Br", "H", "C", "Br", "Br", "Br", "H", "C", "Br", "Br", "Br", "H", "C", "Br", "Br", "Br", "H", "C", "Br", "Br", "Br", "H", "C", "Br", "Br", "Br", "H", "C", "Br", "Br", "Br", "H"],
  "positions_angstrom": [[-4.576035, 4.293429, 0.475412], [-4.944062, 3.130041, 1.103552], [-4.039521, 1.945312, 1.350233], [-2.584389, 2.177210, 0.997622], [-1.892298, 2.997769, 1.884336], [-0.564768, 3.318530, 1.667994], [0.078342, 2.800505, 0.553886], [-0.602097, 1.977293, -0.324129], [-1.946909, 1.642604, -0.131503], [-2.713112, 0.510744, -1.436816], [-2.578468, -1.306069, -1.019911], [-4.494191, 0.970120, -1.775972], [-1.803774, 0.868758, -3.043306], [1.495139, 3.167839, 0.305710], [1.947034, 3.083589, -0.817298], [2.306904, 3.585338, 1.491869], [3.701107, 3.462387, 1.467902], [4.453287, 2.981564, 0.253375], [4.749092, 4.068469, -0.823690], [3.989990, 5.367307, -0.698357], [3.005356, 5.693161, -1.624870], [2.284504, 6.874601, -1.545393], [2.538905, 7.783146, -0.527011], [3.537286, 7.487415, 0.384818], [4.247598, 6.299553, 0.300563], [4.421350, 3.802931, 2.622593], [5.897958, 3.656311, 2.713993], [6.473746, 2.400023, 2.878227], [7.850232, 2.335831, 2.984295], [8.622128, 3.482045, 2.901175], [8.085881, 4.694571, 2.749415], [6.758731, 4.750273, 2.676975], [3.746226, 4.286056, 3.735169], [2.367806, 4.439741, 3.760808], [1.760549, 5.002746, 5.119906], [1.170600, 6.451159, 5.235066], [1.824389, 4.165037, 6.216564], [1.638454, 4.091445, 2.625523], [0.159062, 4.227048, 2.586424], [-0.458981, 5.036609, 3.244635], [-4.358732, 4.283905, -0.591722], [-4.476214, 5.252602, 0.970820], [-5.968119, 3.013742, 1.460227], [-4.422339, 1.002345, 0.948964], [-4.088567, 1.871710, 2.438624], [-2.399049, 3.401787, 2.749293], [-0.072195, 1.587737, -1.180929], [-2.660078, -1.846258, -1.961408], [-1.638886, -1.600144, -0.557343], [-3.420479, -1.643995, -0.416642], [-4.590704, 2.028895, -1.548478], [-5.205730, 0.405478, -1.181191], [-4.687833, 0.851829, -2.839663], [-1.818126, 1.949919, -3.189678], [-2.365440, 0.442119, -3.873279], [-0.774566, 0.520267, -3.053781], [3.894677, 2.162307, -0.186326], [5.399603, 2.548234, 0.561480], [4.462486, 3.643877, -1.782182], [5.816894, 4.279650, -0.854675], [2.769159, 4.999952, -2.419366], [1.511965, 7.074469, -2.273493], [1.978243, 8.704110, -0.470536], [3.784018, 8.168573, 1.187235], [5.007868, 6.107607, 1.041820], [5.862892, 1.510247, 2.939188], [8.319690, 1.367471, 3.126667], [9.700139, 3.426312, 2.962245], [6.323175, 5.737465, 2.587279], [4.325437, 4.555630, 4.610301], [1.926580, 7.143490, 5.621972], [0.343379, 6.449518, 5.943806], [0.826604, 6.835918, 4.283237], [2.329223, 4.554176, 6.936913], [8.491473, -1.747928, 0.700869], [6.717685, -2.221599, 1.263628], [8.996995, -0.021897, 1.396770], [9.768057, -3.114398, 1.149249], [8.474188, -1.668672, -0.376031], [-8.352647, 3.183234, -2.803484], [-7.996280, 1.554146, -3.758190], [-6.943521, 3.620913, -1.561234], [-8.726909, 4.639348, -4.002546], [-9.245721, 3.016450, -2.218428], [-4.690293, -4.003993, -5.850204], [-5.898915, -2.643607, -5.223779], [-3.587902, -3.371653, -7.291891], [-3.640190, -4.744618, -4.423005], [-5.303043, -4.806807, -6.243443], [4.767483, -6.227401, 2.055304], [3.484805, -4.796380, 2.145728], [6.117599, -5.870873, 0.736518], [5.537815, -6.598487, 3.776321], [4.237266, -7.114783, 1.743023], [-6.517766, -7.847435, -5.465826], [-6.469973, -6.762151, -7.057535], [-4.777761, -8.525908, -5.016142], [-7.316266, -6.903055, -3.996223], [-7.146011, -8.698258, -5.683438], [-3.056455, -12.037937, -3.989735], [-3.361778, -13.937865, -4.063013], [-3.723582, -11.277400, -2.357679], [-1.211278, -11.590901, -4.279792], [-3.620358, -11.598985, -4.800283], [-9.503248, -1.566309, -1.090713], [-8.762403, -3.129855, -1.931416], [-8.150014, -0.269477, -0.661188], [-10.901423, -0.793125, -2.160296], [-9.952965, -1.882080, -0.161428], [-0.544559, -16.599363, -3.688677], [0.662560, -15.221975, -3.113577], [-0.182661, -17.152916, -5.493449], [-0.554804, -18.089635, -2.474043], [-1.535974, -16.172483, -3.679023], [1.302684, -5.175088, 5.589039], [2.129376, -6.869170, 5.210780], [2.611047, -3.831897, 6.012928], [0.141944, -4.612047, 4.161759], [0.685693, -5.309061, 6.464629]],
  "forces_ev_per_angstrom": [[-0.07, -0.48, -0.18], [-0.11, 0.39, -0.47], [-0.24, -0.51, -1.34], [-0.25, 0.02, 0.08], [0.11, 0.06, -0.17], [-0.23, -0.24, -0.12], [0.22, 0.09, 0.15], [-0.22, -0.07, -0.05], [0.09, 0.01, 0.23], [0.01, -0.01, -0.38], [-0.13, 0.01, -0.10], [0.50, 0.14, 0.16], [-0.26, 0.18, 0.35], [-0.03, -0.17, -0.17], [0.08, -0.08, 0.00], [-0.11, 0.13, 0.00], [0.35, -0.07, 0.06], [0.04, -0.08, 0.04], [-0.45, -0.02, -0.02], [-0.03, 0.19, -0.10], [-0.15, -0.01, -0.12], [0.02, 0.02, 0.14], [0.05, -0.15, -0.20], [0.09, 0.01, 0.22], [-0.02, -0.02, 0.02], [-0.22, 0.25, 0.07], [0.10, -0.38, -0.05], [0.21, 0.52, 0.03], [0.19, -0.52, 0.29], [-0.40, 0.25, -0.04], [-0.01, -0.27, 0.07], [-0.20, 0.19, -0.01], [0.08, -0.05, -0.13], [-0.70, 0.19, 0.35], [-0.48, 0.19, -0.42], [0.40, 0.02, 0.23], [0.88, -0.10, -0.33], [0.66, -0.22, -0.27], [-0.29, 0.03, -0.12], [0.16, -0.12, 0.38], [2.19, -0.27, 0.37], [-1.93, 0.44, -0.28], [0.47, 0.57, 1.76], [0.03, -0.11, 0.07], [-0.12, -0.15, 0.08], [-0.01, 0.09, 0.07], [0.14, 0.08, -0.05], [0.02, -0.13, -0.19], [0.03, 0.03, 0.12], [0.06, 0.01, 0.24], [-0.22, 0.09, 0.01], [-0.20, -0.02, -0.05], [-0.22, -0.14, -0.05], [0.17, 0.09, -0.05], [0.11, -0.22, -0.07], [0.08, -0.04, -0.16], [-0.06, 0.05, -0.22], [0.10, 0.05, 0.14], [0.19, -0.07, -0.13], [0.09, -0.01, 0.09], [0.04, -0.11, -0.03], [-0.04, 0.04, -0.08], [-0.02, 0.08, 0.08], [-0.08, 0.14, 0.02], [0.12, -0.07, -0.02], [-0.04, -0.07, -0.04], [-0.14, 0.53, 0.33], [0.10, 0.04, 0.02], [0.08, 0.13, -0.01], [0.06, -0.08, 0.08], [0.04, 0.05, 0.07], [-0.09, 0.07, 0.04], [0.00, 0.06, -0.09], [-0.57, 0.08, 0.39], [0.07, 0.02, -0.05], [-0.03, 0.08, 0.04], [0.14, -0.64, -0.55], [-0.02, 0.02, 0.02], [0.01, 0.02, -0.02], [-0.03, 0.02, 0.04], [0.09, 0.10, -0.22], [-0.28, -0.03, -0.03], [0.01, 0.01, -0.01], [-0.01, -0.02, 0.01], [-0.08, 0.02, -0.03], [0.02, 0.01, 0.06], [0.00, 0.00, 0.01], [0.01, 0.04, 0.04], [0.19, 0.24, 0.12], [-0.01, 0.01, 0.00], [0.01, 0.03, 0.00], [0.03, -0.13, -0.04], [0.12, 0.03, -0.03], [-0.02, -0.01, 0.00], [-0.01, -0.03, 0.04], [-0.15, -0.27, -0.15], [0.03, 0.00, 0.00], [0.03, 0.03, 0.00], [-0.03, 0.00, -0.02], [0.02, 0.06, -0.02], [-0.02, -0.01, -0.01], [0.01, -0.02, 0.04], [-0.01, -0.03, 0.00], [-0.03, -0.02, -0.01], [-0.04, 0.00, 0.01], [0.06, 0.05, -0.01], [0.02, -0.08, 0.16], [-0.02, 0.02, -0.02], [0.01, -0.02, 0.02], [-0.01, 0.00, 0.00], [0.02, 0.02, 0.01], [0.00, 0.00, 0.00], [0.01, -0.01, -0.01], [-0.01, 0.01, 0.01], [0.01, 0.00, -0.01], [-0.12, -0.02, 0.04], [0.01, 0.00, -0.01], [0.00, 0.00, 0.00], [-0.01, 0.00, 0.02]],
  "homo_energy_ev": -8.0,
  "e_lumo_ev": -0.689,
  "largest_force_ev_per_a": 2.24
}

(2)
{
  "formula": "C43H43BBrF3IN9O2S2Y",
  "method": "ωB97M-V with the def2-TZVPD basis set",
  "species": ["Y", "C", "N", "C", "C", "N", "B", "N", "C", "C", "N", "C", "C", "S", "C", "S", "H", "H", "H", "H", "H", "H", "H", "H", "H", "H", "H", "H", "C", "H", "H", "H", "F", "C", "F", "F", "C", "C", "C", "C", "C", "C", "C", "C", "H", "H", "H", "H", "C", "C", "N", "H", "H", "H", "I", "C", "C", "N", "N", "C", "H", "H", "H", "C", "C", "C", "C", "C", "C", "N", "C", "C", "C", "C", "C", "C", "C", "O", "O", "C", "C", "H", "H", "H", "H", "H", "H", "H", "H", "H", "H", "H", "H", "H", "H", "Br", "C", "C", "C", "N", "C", "C", "H", "H", "H", "H"],
  "positions_angstrom": [[-0.427179, 1.007916, -0.713575], [2.064674, 3.872659, -2.456782], [1.077524, 4.413895, -3.363200], [1.347096, 5.155542, -4.494613], [0.149878, 5.461975, -5.041538], [-0.838106, 4.912162, -4.263267], [-2.366846, 5.091441, -4.625166], [-3.084041, 3.727371, -4.503454], [-4.126291, 3.446565, -3.653958], [-4.461713, 2.149235, -3.805307], [-3.597676, 1.629268, -4.748967], [-3.641623, 0.270741, -5.247393], [-2.747593, 2.602033, -5.172959], [-1.495359, 2.421535, -6.322914], [-0.264147, 4.285246, -3.231518], [-1.085328, 3.552279, -1.908312], [3.022605, 4.337684, -2.682028], [2.147931, 2.789342, -2.565774], [1.778807, 4.095444, -1.432821], [2.352089, 5.372535, -4.806695], [-0.094397, 5.982786, -5.947867], [-2.891478, 5.888528, -3.878687], [-2.370779, 5.460301, -5.775618], [-4.520005, 4.198600, -2.996271], [-5.202988, 1.541286, -3.320130], [-4.674158, 0.001889, -5.470447], [-3.232309, -0.419077, -4.511154], [-3.042606, 0.231015, -6.154759], [-2.036037, -0.741712, -0.804552], [-2.157539, -1.150526, 0.208973], [-1.764723, -1.579254, -1.459559], [-3.037466, -0.412623, -1.117374], [2.131065, -7.538413, -0.173199], [2.917884, -6.863187, -1.028850], [2.744273, -7.422451, -2.245028], [4.195649, -7.133202, -0.675999], [2.638152, -5.391738, -1.037724], [1.670472, -4.835935, -0.214455], [1.443596, -3.470065, -0.240627], [2.182962, -2.645653, -1.092710], [3.145681, -3.222100, -1.929073], [3.372645, -4.584512, -1.899337], [1.942737, -1.237564, -1.118310], [1.661399, -0.048409, -1.135454], [1.090834, -5.467832, 0.444710], [0.682625, -3.023970, 0.387736], [3.701939, -2.587300, -2.605118], [4.113654, -5.022943, -2.555489], [2.617645, -0.473532, 3.030947], [1.436897, -0.367009, 2.187377], [0.522706, -0.289435, 1.502713], [2.534390, -1.350904, 3.671113], [2.690028, 0.416268, 3.655121], [3.500555, -0.554186, 2.398149], [1.371599, -3.520186, -5.527878], [0.724782, -1.743718, -4.730675], [0.877466, -0.484112, -5.263245], [0.311496, 0.365778, -4.392645], [-0.234526, -0.269982, -3.343622], [0.016235, -1.551047, -3.532403], [1.317386, -0.144622, -6.183933], [0.005142, 1.313113, -4.616764], [-0.295549, -2.282011, -2.805013], [0.892588, -4.746817, 4.901443], [0.851555, -3.319240, 5.379693], [1.686030, -2.928731, 6.419618], [1.685424, -1.614230, 6.863480], [0.822753, -0.701349, 6.292197], [-0.023595, -1.069785, 5.241449], [-0.796474, -0.045521, 4.679080], [-2.068580, -0.172843, 4.143491], [-2.993122, -1.056979, 4.706485], [-4.259795, -1.185088, 4.169303], [-4.636763, -0.435991, 3.060669], [-3.719316, 0.436567, 2.500206], [-2.442380, 0.595197, 3.029650], [-1.480213, 1.541454, 2.348909], [-0.563990, 2.060323, 3.003824], [-1.707399, 1.727550, 1.101760], [0.007213, -2.388358, 4.752663], [-0.779262, -2.821983, 3.543695], [1.496233, -5.358048, 5.571339], [1.322486, -4.826673, 3.899872], [-0.106114, -5.183488, 4.849713], [2.338428, -3.660428, 6.880302], [2.337874, -1.310215, 7.672344], [0.776815, 0.320525, 6.647572], [-0.320289, 0.792976, 4.357824], [-2.699545, -1.641538, 5.570314], [-4.959186, -1.878409, 4.621480], [-5.624075, -0.542679, 2.632290], [-3.964470, 1.004194, 1.612890], [-1.704199, -3.336806, 3.816834], [-0.189513, -3.512867, 2.939626], [-1.053841, -1.984577, 2.909645], [3.895481, 5.097846, 3.469382], [2.814674, 4.124738, 2.259938], [1.491171, 4.469092, 2.089070], [0.738317, 3.713990, 1.201449], [1.240580, 2.701467, 0.497680], [2.523181, 2.381408, 0.686653], [3.358285, 3.063478, 1.554957], [1.036212, 5.276875, 2.642146], [-0.308291, 3.933907, 1.042820], [2.879837, 1.539487, 0.103228], [4.393236, 2.776329, 1.670421]],
  "forces_ev_per_angstrom": [[-0.59, 0.10, 0.25], [0.00, 0.00, -0.01], [0.05, -0.03, 0.01], [-0.07, 0.03, -0.07], [0.08, -0.18, -0.02], [-0.08, 0.28, -0.02], [0.05, 0.01, -0.08], [0.20, -0.08, -0.06], [-0.08, -0.03, 0.01], [0.01, 0.07, 0.06], [-0.01, -0.12, -0.16], [0.08, 0.11, 0.01], [0.05, 0.08, 0.01], [-0.07, -0.03, 0.10], [-0.10, -0.14, 0.05], [-0.05, -0.20, 0.05], [0.01, -0.04, 0.01], [0.00, -0.02, 0.03], [0.00, 0.03, -0.02], [0.02, 0.00, 0.00], [0.00, 0.02, -0.02], [0.01, -0.12, 0.06], [-0.04, 0.08, 0.03], [-0.01, 0.01, 0.02], [-0.02, 0.00, 0.02], [0.01, -0.02, 0.00], [0.04, -0.06, 0.04], [0.00, -0.02, 0.02], [0.00, -0.18, 0.09], [-0.05, -0.02, 0.01], [-0.08, -0.02, 0.05], [0.00, 0.05, -0.03], [-0.01, -0.02, 0.01], [-0.03, 0.07, 0.01], [0.00, -0.01, 0.00], [0.01, 0.00, 0.00], [0.05, -0.07, -0.04], [-0.03, -0.01, 0.03], [-0.04, -0.01, 0.00], [0.09, 0.11, -0.03], [0.01, -0.10, 0.03], [-0.02, 0.07, -0.01], [0.15, -0.01, 0.04], [0.49, -0.10, -0.22], [0.00, -0.01, 0.00], [0.00, 0.00, 0.00], [0.00, 0.01, -0.01], [0.00, -0.03, 0.00], [-0.10, 0.05, -0.02], [-0.04, -0.15, 0.08], [-0.04, 0.14, -0.12], [-0.01, -0.03, 0.03], [0.02, 0.00, 0.01], [0.01, -0.01, 0.00], [0.06, -0.12, -0.04], [-0.06, 0.16, 0.09], [0.02, -0.01, -0.01], [-0.16, 0.00, -0.05], [-0.21, 0.52, 0.05], [-0.01, -0.06, 0.01], [-0.02, 0.01, -0.04], [0.02, -0.03, -0.05], [0.05, -0.01, 0.00], [0.00, -0.05, 0.00], [-0.01, 0.01, -0.02], [-0.01, 0.02, 0.00], [0.01, -0.01, 0.02], [0.02, 0.00, -0.02], [0.03, 0.06, -0.01], [0.03, -0.05, -0.02], [0.00, 0.02, 0.04], [-0.01, 0.02, 0.02], [-0.04, -0.01, 0.00], [0.06, -0.01, 0.03], [0.01, 0.01, -0.02], [-0.08, 0.03, -0.10], [-0.35, -0.14, -0.09], [-0.02, 0.03, 0.04], [0.65, 0.17, -0.26], [0.01, -0.03, -0.02], [0.04, -0.01, -0.06], [0.01, 0.00, 0.00], [0.01, 0.02, 0.00], [-0.01, 0.01, 0.01], [0.01, -0.01, 0.01], [0.01, 0.00, 0.01], [0.00, 0.01, 0.01], [-0.02, 0.04, 0.01], [0.00, 0.00, 0.00], [-0.01, 0.00, 0.00], [-0.01, 0.00, -0.01], [-0.01, 0.01, -0.01], [0.00, 0.00, 0.02], [0.01, -0.01, 0.00], [0.01, 0.01, -0.01], [0.03, 0.02, 0.03], [-0.04, 0.00, -0.01], [0.03, 0.01, 0.00], [-0.03, 0.02, -0.10], [0.04, -0.23, 0.34], [0.03, 0.07, -0.01], [-0.04, -0.01, -0.03], [0.01, 0.01, 0.00], [0.01, -0.01, -0.01], [0.02, 0.00, 0.02], [0.01, 0.00, 0.00]],
  "homo_energy_ev": -4.9,
  "total_charge": -1,
  "e_lumo_ev": 1.945,
  "de_lowest_ev": 0.647,
  "largest_force_ev_per_a": 0.72
}